ORCA calculation (ωB97M-V/def2-TZVPD) on a structure of composition C64H151BBeN9O28 in a non-equilibrium geometry.

CARTESIAN COORDINATES (ANGSTROEM)
Be 5.400 -5.519 -6.124
O -0.373 3.198 0.945
C -0.767 2.187 0.347
O -0.574 1.961 -0.954
B -0.916 0.604 -1.278
O -1.536 0.099 -0.058
C -1.408 0.964 0.959
O -1.688 0.845 2.187
O 0.225 -0.229 -1.614
C 0.059 -0.735 -2.787
O 0.863 -1.460 -3.328
C -1.231 -0.201 -3.364
O -1.815 0.580 -2.419
O -1.659 -0.483 -4.479
C 8.651 3.097 1.272
C 7.950 1.760 1.279
C 6.538 1.764 0.833
O 8.789 0.870 0.494
H 8.215 3.810 1.971
H 8.580 3.568 0.291
H 9.720 3.080 1.484
H 7.971 1.302 2.268
H 5.933 0.952 1.237
H 6.517 1.723 -0.256
H 5.988 2.632 1.200
H 9.644 0.869 0.928
C -8.514 1.220 0.776
C -8.611 -0.288 1.289
C -9.178 -0.357 2.682
O -9.554 -0.999 0.473
H -7.919 1.843 1.444
H -9.504 1.675 0.752
H -8.092 1.229 -0.229
H -7.584 -0.652 1.259
H -8.453 0.147 3.321
H -9.199 -1.365 3.097
H -10.168 0.098 2.711
H -9.264 -0.818 -0.424
C 1.420 4.974 -7.334
O 2.443 4.953 -6.347
C 2.414 5.997 -5.372
C 3.770 5.918 -4.614
N 4.857 6.239 -5.555
C 6.147 5.866 -4.947
C 7.417 6.153 -5.838
O 7.503 5.072 -6.807
C 8.762 5.186 -7.473
H 1.592 5.882 -7.912
H 0.430 4.948 -6.879
H 1.604 4.108 -7.971
H 1.557 6.032 -4.699
H 2.336 6.954 -5.890
H 3.801 4.921 -4.174
H 3.760 6.589 -3.755
H 4.609 5.730 -6.391
H 6.148 4.807 -4.690
H 6.293 6.486 -4.062
H 8.384 6.171 -5.335
H 7.249 7.127 -6.298
H 9.652 5.024 -6.865
H 8.879 6.170 -7.927
H 8.896 4.502 -8.312
C 11.162 2.959 14.536
O 11.129 3.365 13.221
C 12.038 4.417 12.913
C 12.011 4.452 11.305
N 10.788 5.056 10.784
C 9.814 4.114 10.365
C 8.625 4.659 9.600
O 7.720 3.545 9.245
C 6.493 3.844 8.661
H 10.862 3.721 15.256
H 12.203 2.758 14.789
H 10.497 2.130 14.778
H 13.023 4.206 13.328
H 11.698 5.364 13.333
H 12.092 3.405 11.014
H 12.854 5.066 10.987
H 10.410 5.512 11.602
H 9.338 3.632 11.219
H 10.135 3.250 9.784
H 8.804 5.237 8.693
H 8.064 5.306 10.275
H 6.690 4.188 7.646
H 5.853 4.600 9.116
H 5.960 2.897 8.585
C 2.913 -3.726 6.509
O 1.810 -4.609 6.151
C 0.585 -4.258 6.724
C -0.318 -5.432 6.456
N -1.578 -5.394 7.197
C -2.377 -4.199 6.874
C -3.742 -4.444 7.432
O -4.489 -5.491 6.857
C -5.728 -5.619 7.507
H 2.469 -2.731 6.518
H 3.665 -3.695 5.720
H 3.339 -4.031 7.465
H 0.179 -3.371 6.237
H 0.753 -4.089 7.787
H 0.181 -6.390 6.607
H -0.369 -5.503 5.370
H -2.121 -6.228 7.023
H -2.485 -4.014 5.805
H -1.896 -3.301 7.263
H -4.308 -3.529 7.258
H -3.682 -4.512 8.519
H -6.535 -4.922 7.281
H -5.674 -5.652 8.596
H -6.138 -6.607 7.295
C 5.227 -1.836 -7.829
O 6.297 -2.253 -7.028
C 6.881 -1.151 -6.290
C 8.157 -1.694 -5.653
N 7.969 -2.828 -4.803
C 9.321 -3.252 -4.504
C 9.350 -4.524 -3.642
O 8.541 -5.554 -4.237
C 8.421 -6.704 -3.458
H 4.385 -1.485 -7.233
H 4.842 -2.643 -8.453
H 5.531 -1.036 -8.504
H 6.223 -0.644 -5.585
H 7.135 -0.424 -7.062
H 8.529 -0.844 -5.080
H 8.938 -1.732 -6.412
H 7.735 -2.380 -3.929
H 9.988 -2.465 -4.151
H 9.799 -3.571 -5.430
H 8.853 -4.211 -2.724
H 10.416 -4.747 -3.598
H 8.133 -7.571 -4.052
H 7.663 -6.566 -2.687
H 9.378 -6.978 -3.014
C -4.123 -1.904 -13.442
O -3.929 -3.071 -14.268
C -2.545 -3.455 -14.395
C -2.405 -4.608 -15.387
N -2.844 -5.860 -14.803
C -2.939 -6.848 -15.831
C -3.632 -8.070 -15.149
O -4.960 -7.747 -14.743
C -5.810 -8.211 -15.793
H -5.121 -1.490 -13.583
H -3.416 -1.137 -13.758
H -3.963 -2.136 -12.389
H -2.057 -3.615 -13.434
H -1.972 -2.662 -14.875
H -1.359 -4.655 -15.690
H -2.896 -4.331 -16.320
H -3.773 -5.796 -14.411
H -1.947 -7.025 -16.248
H -3.536 -6.557 -16.694
H -3.026 -8.323 -14.279
H -3.610 -8.932 -15.816
H -6.841 -7.979 -15.523
H -5.682 -9.265 -16.038
H -5.647 -7.775 -16.779
C -12.324 6.849 10.325
O -11.096 7.466 10.105
C -10.804 8.660 10.881
C -10.074 9.747 10.097
N -8.628 9.416 9.961
C -7.748 10.430 9.363
C -6.279 10.059 9.306
O -6.133 9.046 8.289
C -4.798 8.557 8.145
H -12.393 6.015 9.627
H -13.215 7.430 10.084
H -12.479 6.551 11.362
H -10.284 8.300 11.769
H -11.675 9.124 11.344
H -10.143 10.725 10.573
H -10.593 9.926 9.156
H -8.633 8.578 9.397
H -7.872 11.368 9.904
H -8.176 10.624 8.380
H -5.975 9.663 10.275
H -5.755 10.971 9.019
H -4.873 7.724 7.446
H -4.418 8.074 9.045
H -4.113 9.276 7.693
C 4.081 -5.660 -2.238
O 3.514 -6.298 -3.356
C 2.675 -7.388 -3.038
C 1.553 -7.507 -4.156
N 2.217 -7.738 -5.461
C 1.278 -7.290 -6.546
C 2.014 -7.546 -7.882
O 3.072 -6.611 -8.137
C 3.596 -6.723 -9.466
H 4.741 -4.879 -2.617
H 4.507 -6.370 -1.529
H 3.333 -5.146 -1.634
H 2.180 -7.262 -2.076
H 3.277 -8.292 -2.938
H 0.967 -6.588 -4.161
H 0.869 -8.321 -3.918
H 2.212 -8.726 -5.671
H 0.983 -6.253 -6.387
H 0.436 -7.982 -6.519
H 1.284 -7.590 -8.690
H 2.384 -8.570 -7.838
H 2.927 -6.190 -10.143
H 3.605 -7.737 -9.866
H 4.591 -6.308 -9.625
C -8.194 3.005 -8.366
O -8.755 1.702 -8.357
C -8.422 0.870 -7.239
C -8.915 -0.483 -7.438
N -8.605 -1.390 -6.339
C -9.226 -2.679 -6.488
C -8.639 -3.601 -7.592
O -7.173 -3.600 -7.684
C -6.602 -3.962 -8.934
H -8.448 3.549 -9.276
H -7.106 2.939 -8.370
H -8.409 3.632 -7.501
H -8.967 1.371 -6.439
H -7.354 0.909 -7.028
H -8.268 -0.791 -8.260
H -9.960 -0.624 -7.716
H -7.622 -1.607 -6.428
H -10.311 -2.578 -6.534
H -9.084 -3.297 -5.602
H -9.081 -3.420 -8.572
H -8.949 -4.618 -7.352
H -6.940 -4.917 -9.337
H -5.514 -4.019 -8.909
H -6.725 -3.241 -9.742
C -6.820 1.598 10.117
O -5.544 1.277 10.379
C -4.604 2.299 10.133
C -3.215 1.744 10.661
N -2.819 2.342 11.934
C -1.880 1.590 12.730
C -0.485 1.444 12.097
O 0.516 1.036 13.009
C 1.793 0.995 12.332
H -7.354 0.669 9.918
H -6.773 2.111 9.156
H -7.239 2.210 10.916
H -4.918 3.223 10.618
H -4.603 2.488 9.060
H -2.528 1.930 9.835
H -3.372 0.684 10.861
H -3.564 2.593 12.568
H -2.370 0.675 13.061
H -1.750 2.084 13.693
H -0.267 2.442 11.716
H -0.588 0.776 11.243
H 2.558 0.804 13.084
H 2.086 1.929 11.851
H 1.848 0.135 11.666

Its multiplicity is 1. The net charge is +1. The largest force on an atom comes out at 5.09 eV Å⁻¹. The calculation puts the total energy at -140606.5870 eV. The value obtained for the HOMO energy is -9.64 eV.